A molecular structure, C24H41EuN7O11P2Si at a distorted geometry. Source: the Open Molecules 2025 dataset; level of theory: the ωB97M-V functional and the def2-TZVPD basis.

As for the spin multiplicity: 8. Its total charge is -2. For the HOMO-LUMO gap (alpha / beta), the calculation gives 4.08 / 6.20 eV. The LUMO energy (alpha / beta) comes out at 4.4 / 4.4 eV.

```
87
Properties=species:S:1:pos:R:3:mulliken_spin:R:1
Eu 0.51210 -0.09990 0.41819 6.855
O -3.75138 -1.28125 1.10034 0.000
C -2.83048 -0.69361 0.49256 0.009
O -1.83554 -0.10240 0.99169 0.014
C -2.96114 -0.62838 -1.03356 0.000
C -2.21183 0.57090 -1.65332 0.007
C -2.80452 0.94728 -3.00760 0.002
C -2.37885 -0.28071 -3.86459 0.001
C -1.49314 -1.05087 -2.87219 0.003
O -0.95268 -0.00422 -2.05847 0.007
C -2.36313 -1.83698 -1.86137 -0.001
C -1.40050 -2.76791 -1.14619 0.002
O -1.20192 -3.94991 -1.59371 0.000
O -0.76045 -2.28524 -0.20619 0.007
H -4.03206 -0.55487 -1.23272 -0.001
H -2.03828 1.38389 -0.95525 -0.003
H -2.33152 1.86119 -3.37034 0.000
H -3.88604 1.10174 -2.96515 0.000
H -1.81548 0.02031 -4.74901 0.000
H -3.22437 -0.89216 -4.18981 0.000
H -0.68185 -1.62968 -3.30357 -0.001
H -3.11984 -2.42923 -2.37587 0.000
N 3.97884 -2.53477 -1.64440 0.000
C 3.55150 -2.67700 -0.22898 -0.004
C 4.21210 -3.84854 0.50582 0.000
P 3.91812 -1.05519 0.64950 0.006
O 5.41968 -0.76774 0.00171 0.000
O 4.15936 -1.26745 2.11116 0.000
O 2.94722 -0.05692 0.10398 0.022
P 1.70177 -2.77257 -0.17611 0.008
O 1.26353 -4.22200 -0.58345 -0.001
O 1.39783 -2.26280 1.19031 0.008
O 1.39753 -1.82355 -1.43157 -0.001
H 4.91529 -2.15257 -1.68682 0.000
H 2.27702 -1.63901 -1.83201 0.003
H 3.96630 -3.43872 -2.10330 0.000
H 5.29638 -3.70960 0.52306 0.000
H 3.97481 -4.79200 0.00276 0.000
H 3.87477 -3.91855 1.54001 0.000
H 5.85871 -0.11040 0.54623 0.000
H 0.32240 -4.19467 -1.03417 0.000
C 2.08252 1.17887 -3.06249 0.006
C 1.59179 2.31273 -2.20304 0.004
C 1.78744 3.63903 -2.57941 0.000
C 1.34257 4.61394 -1.67633 0.001
C 0.75607 4.25969 -0.48926 -0.002
C 0.57234 2.86113 -0.15580 0.002
N 0.99892 1.94539 -1.07996 0.001
N 0.03137 2.37370 0.95310 0.005
Si -0.72606 3.26295 2.16091 0.000
C -1.39546 2.17567 3.50100 0.004
C 0.41198 4.50142 2.99423 0.000
C -2.18602 4.22125 1.49434 0.000
H 2.42832 1.53400 -4.03664 0.000
H 1.28078 0.44986 -3.19684 -0.001
H 2.90344 0.66737 -2.55000 0.000
H 2.27109 3.88792 -3.51548 0.000
H 1.47108 5.66916 -1.91073 0.000
H 0.43580 5.01965 0.21150 0.000
H -0.67018 2.05349 4.31504 0.000
H -1.64819 1.19424 3.07911 -0.003
H -2.31174 2.62032 3.91289 0.000
H 1.39727 4.03969 3.13064 0.000
H 0.01306 4.77034 3.98290 0.000
H 0.53834 5.42293 2.41490 0.000
H -2.97774 3.51763 1.20784 0.000
H -1.91189 4.80506 0.60926 0.000
H -2.58842 4.90335 2.25652 0.000
C 2.94850 -3.44153 4.49242 0.001
C 3.26679 -2.50335 5.65400 0.000
C 4.62255 -1.82965 5.45812 0.000
C 2.15155 -1.49027 5.87595 0.000
N 1.88942 -0.61628 4.73274 0.000
C 1.13145 -0.81169 3.66385 0.006
N 1.24244 0.21264 2.86896 0.030
N 2.11183 1.06836 3.47553 0.005
N 2.50417 0.57759 4.60249 0.000
H 3.69683 -4.23742 4.42717 0.000
H 2.96735 -2.90184 3.54049 0.000
H 1.96808 -3.91760 4.60752 0.000
H 3.29297 -3.08552 6.58517 0.000
H 4.66837 -1.33803 4.48350 0.000
H 5.41844 -2.58053 5.49248 0.000
H 4.82058 -1.08638 6.23839 0.000
H 2.38245 -0.83145 6.71162 0.000
H 1.21012 -1.99668 6.09391 0.000
H 0.51448 -1.67847 3.49018 -0.002
```

***

A molecular structure, C24H41F3N3O4PtSSb. Source: the Open Molecules 2025 dataset; level of theory: the ωB97M-V functional and the def2-TZVPD basis.

Its total charge is +2. For the HOMO-LUMO gap, the calculation gives 8.68 eV. The LUMO energy comes out at -6.1 eV.

```
78
Properties=species:S:1:pos:R:3:mulliken_charge:R:1
Pt 1.34252 -1.05064 0.94613 1.477
C 5.00226 -5.04712 2.04976 -1.103
N 4.38094 -3.89137 1.42151 -0.015
C 5.00454 -3.08855 0.38189 -0.360
C 3.97192 -2.00177 0.15547 0.321
O 3.99530 -1.11567 -0.65236 -0.540
N 2.93995 -2.22633 1.07081 -0.511
C 3.23182 -3.33610 1.78600 0.667
N 2.43813 -3.83007 2.72703 -0.327
H 5.77635 -5.42173 1.38573 0.362
H 4.27284 -5.84546 2.18483 0.408
H 5.45574 -4.78658 3.00697 0.353
H 5.17340 -3.65818 -0.53245 0.391
H 5.94877 -2.65196 0.71258 0.362
H 1.69487 -3.24767 3.07642 0.199
H 2.75219 -4.58735 3.31008 0.256
C -5.13822 -4.02982 2.22427 -1.496
C -4.06863 -3.30137 1.46872 0.843
C -2.90506 -2.88270 2.12470 -1.016
C -1.89844 -2.22858 1.44788 -0.539
C -2.06412 -1.97299 0.08720 0.384
C -3.21055 -2.37016 -0.59274 -0.586
C -4.20117 -3.03677 0.10787 -0.931
S -0.83474 -1.17201 -0.83930 1.383
O 0.41333 -1.92797 -0.89230 -0.878
O -1.37154 -0.69753 -2.07387 -0.405
O -0.40792 0.11433 0.03248 -0.722
H -5.36833 -3.52127 3.16034 0.380
H -4.80006 -5.03688 2.47556 0.336
H -6.05202 -4.11717 1.64116 0.371
H -2.79653 -3.07270 3.18509 0.449
H -1.00540 -1.90734 1.97126 0.411
H -3.32260 -2.16679 -1.64879 0.536
H -5.09437 -3.35426 -0.41393 0.378
F 3.01841 0.38941 2.69360 -0.213
C 1.84325 -0.25401 2.67415 0.326
F 1.90707 -1.18365 3.66661 -0.269
F 0.89746 0.63031 3.07553 -0.208
C -2.72956 3.80607 -1.39015 -1.768
C -2.52011 2.30231 -1.58668 1.743
C -2.75050 1.93234 -3.04671 -1.567
C -3.41893 1.50457 -0.64859 -1.636
Sb -0.41815 1.95336 -1.03418 0.965
C 1.06010 1.82539 -2.65053 1.538
C 0.69950 0.77074 -3.68368 -1.632
C 0.95823 3.23567 -3.24242 -1.459
C 2.43519 1.56069 -2.05262 -1.823
C 0.19845 3.16703 0.67209 1.480
C 0.16522 4.64957 0.29483 -1.589
C -0.80790 2.87257 1.78447 -1.668
C 1.63017 2.77989 1.05200 -1.671
H -3.73676 4.03962 -1.74465 0.579
H -2.03774 4.41549 -1.97632 0.379
H -2.67813 4.10614 -0.34483 0.365
H -3.79056 2.17905 -3.27843 0.574
H -2.60666 0.87415 -3.24257 0.280
H -2.12802 2.51537 -3.72696 0.294
H -4.45039 1.81073 -0.84528 0.605
H -3.21643 1.70063 0.40529 0.272
H -3.35694 0.43397 -0.83025 0.326
H -0.31134 0.87695 -4.07243 0.269
H 0.82754 -0.24064 -3.30477 0.329
H 1.39498 0.90138 -4.51786 0.637
H -0.01705 3.43769 -3.69032 0.272
H 1.69917 3.30969 -4.04309 0.558
H 1.19445 4.02189 -2.52314 0.368
H 2.49347 0.62017 -1.50174 0.490
H 2.77497 2.37303 -1.41397 0.253
H 3.14192 1.48403 -2.88388 0.574
H -0.82851 5.01905 0.05436 0.312
H 0.84671 4.89137 -0.52041 0.348
H 0.51438 5.20487 1.17024 0.510
H -1.80653 3.23460 1.53693 0.319
H -0.48180 3.40571 2.68112 0.576
H -0.86512 1.81573 2.03892 0.182
H 2.35354 3.32689 0.44990 0.406
H 1.85105 1.71845 0.95402 0.041
H 1.79673 3.05022 2.09643 0.494
```

***

8 unconnected molecules or ions with the total composition C24H41F3N8O6P at a distorted geometry. Source: the Open Molecules 2025 dataset; level of theory: the ωB97M-V functional and the def2-TZVPD basis.

Its total charge is +1. For the HOMO-LUMO gap, the calculation gives 8.97 eV. The LUMO energy comes out at -2.6 eV.

```
83
Properties=species:S:1:pos:R:3:mulliken_charge:R:1
O 3.01360 -1.52511 0.39811 -0.545
C 1.60625 -1.43787 0.29249 -0.592
C 1.17258 -1.70792 -1.13442 0.261
O 1.69597 -0.80735 -2.08274 -0.430
C 1.22749 0.48439 -1.97147 0.167
O -0.07373 0.61417 -2.54709 -0.404
C -0.69116 1.83576 -2.18068 -1.334
C -1.99851 1.64753 -1.35880 0.307
C -2.17560 0.26576 -0.78075 0.085
C -3.60553 -0.19993 -0.54214 -1.282
O -4.49148 0.90427 -0.51282 -0.384
C -5.76145 0.59382 -0.11254 0.946
F -6.32458 -0.31720 -0.94493 -0.261
F -5.76780 0.07490 1.15050 -0.270
F -6.49881 1.73025 -0.12643 -0.229
N -1.31922 0.31775 0.48840 0.301
C -1.02763 1.75499 0.81402 -1.030
C -2.05855 2.48226 -0.06014 -0.649
P -1.97263 4.32336 -0.25085 -0.055
O -0.50887 4.46025 -0.97802 -0.406
O -1.67501 4.80981 1.30106 -0.472
H 3.19638 -2.33227 0.87738 0.379
H 1.12729 -2.19149 0.91525 0.551
H 1.26520 -0.46254 0.63231 0.037
H 1.55465 -2.68391 -1.39132 0.204
H 0.08534 -1.80031 -1.21061 0.004
H 1.91516 1.14027 -2.49390 0.180
H 1.18676 0.83326 -0.93568 0.238
H -0.01880 2.48461 -1.63334 0.651
H -0.97799 2.35578 -3.07967 0.313
H -2.83188 1.98212 -1.96061 1.083
H -1.73786 -0.54167 -1.35064 0.182
H -3.85255 -0.86826 -1.35542 0.476
H -3.66242 -0.77830 0.37781 0.369
H -0.49752 -0.26675 0.35303 -0.439
H -1.83180 -0.10524 1.26287 0.549
H -0.99521 1.93950 1.87749 0.948
H -0.02898 1.97380 0.45777 0.288
H -2.98983 2.36330 0.48390 0.516
H -0.30853 5.40173 -1.01179 0.318
H -1.60750 4.05913 1.89820 0.364
C -2.65659 1.47916 -6.32858 -0.924
C -2.85931 2.40141 -5.21968 0.520
N -3.02017 3.13939 -4.36036 -0.439
H -1.66698 1.62938 -6.75406 0.281
H -2.74303 0.45398 -5.97570 0.265
H -3.40674 1.65808 -7.09544 0.345
C 5.50608 2.61027 -3.52753 -0.863
C 4.09680 2.75974 -3.19556 0.386
N 2.98922 2.87713 -2.93458 -0.479
H 5.70769 3.07792 -4.48847 0.288
H 6.11504 3.08694 -2.76287 0.279
H 5.76048 1.55411 -3.58178 0.281
C 1.95220 -4.15978 -4.75807 -0.873
C 1.10579 -4.43833 -3.60732 0.470
N 0.44293 -4.65722 -2.70150 -0.458
H 2.52452 -3.25185 -4.57857 0.265
H 2.63549 -4.99025 -4.92017 0.314
H 1.33497 -4.02580 -5.64336 0.291
C 3.17642 0.22213 3.30965 -0.620
C 1.74056 0.37923 3.45885 0.493
N 0.60421 0.49136 3.55074 -0.544
H 3.48923 0.64896 2.35953 0.247
H 3.69137 0.73834 4.11682 0.168
H 3.43885 -0.83317 3.32876 0.248
C 3.48530 2.37569 7.52318 -0.835
C 3.95140 2.68492 6.17733 0.445
N 4.32286 2.92784 5.12245 -0.432
H 3.77034 3.17593 8.20208 0.320
H 2.40220 2.27496 7.52439 0.275
H 3.93196 1.44397 7.86277 0.279
C -1.11342 -6.75891 -0.22778 -0.389
C -0.83251 -6.57897 1.18991 0.286
N -0.60749 -6.43789 2.30240 -0.367
H -2.17980 -6.64580 -0.41115 0.251
H -0.57476 -6.01383 -0.81070 0.012
H -0.80215 -7.74958 -0.55103 0.269
C -1.29446 -1.78930 5.65314 -0.363
C -1.15384 -1.60261 7.09027 0.230
N -1.03289 -1.45588 8.21742 -0.340
H -2.34500 -1.73729 5.37439 0.251
H -0.74389 -1.00944 5.13002 -0.034
H -0.89817 -2.76162 5.36635 0.267
```

***

| no. | calculated total energy (Ha) |
| --- | --- |
| 1 | -3833.1211 |
| 2 | -2461.1870 |
| 3 | -2469.2637 |